Record 1
The following is a quantum chemistry calculation of a molecular structure, C5H24BCuN10O5, from OMol25.

Structure (XYZ):
```
46
Properties=species:S:1:pos:R:3:mulliken_spin:R:1
Cu -0.3078 1.6497 -0.9463 0.793
B 0.2307 -0.0720 0.5356 0.023
H 1.0860 0.5212 0.2514 0.006
H 0.5929 -0.6632 1.3623 0.004
H -0.6000 0.5584 0.8129 0.012
H -0.0697 -0.6589 -0.3186 0.000
C 3.4614 -2.0227 -0.2907 -0.022
O 4.2340 -2.9034 -0.6179 0.849
N 2.1540 -2.1696 -0.2516 0.058
N 3.8856 -0.8952 0.2014 0.103
H 1.4553 -1.5560 0.1426 0.007
H 1.7175 -2.9494 -0.7224 -0.002
H 3.2692 -0.3850 0.8177 0.004
H 4.8740 -0.6918 0.1595 0.001
C -2.2393 -0.8950 -2.2234 0.000
O -1.5030 0.1819 -2.2112 0.057
N -3.2205 -1.0600 -3.0699 0.002
N -2.0569 -1.8444 -1.3961 0.002
H -3.2750 -0.6662 -3.9984 -0.001
H -4.0390 -1.6147 -2.8640 0.001
H -1.3187 -1.7231 -0.7176 0.001
H -2.5849 -2.7042 -1.3516 0.000
C -3.0954 2.3847 0.6218 0.000
O -2.3618 1.9410 -0.2622 0.053
N -2.9930 3.5206 1.2732 0.003
N -4.2362 1.9058 1.0328 0.006
H -3.7112 3.8593 1.8975 0.000
H -2.1181 4.0140 1.1677 0.000
H -4.4769 0.9521 0.8035 0.000
H -4.8736 2.3625 1.6694 0.000
C 2.3262 1.1103 -2.7135 0.006
O 1.2032 0.8719 -2.2204 0.029
N 2.6306 1.6101 -3.9386 0.003
N 3.3406 0.7868 -2.0036 0.006
H 3.5293 2.0441 -4.0935 0.001
H 1.9761 1.5598 -4.7062 0.000
H 3.0699 0.1593 -1.2600 -0.010
H 4.1315 0.4118 -2.5075 0.001
C -0.1892 -1.0850 4.4219 0.000
O -0.6584 -1.5681 5.4375 0.001
N 1.0445 -1.1283 4.0264 0.000
N -0.9270 -0.4406 3.5427 0.000
H 1.1588 -0.9584 3.0374 0.001
H 1.6410 -1.7778 4.5188 0.000
H -0.3613 0.1797 2.9813 0.000
H -1.7955 -0.1519 3.9697 0.000
```

## Properties
* lowest unoccupied orbital energy (spin up / spin down): -6.5 / -11.4 eV
* spin multiplicity: 3
* total charge: +2
* frontier orbital gap (spin up / spin down): 7.15 / 2.23 eV
* <S²>: 2.01
* HOMO (spin up / spin down): -13.64 / -13.63 eV
* maximum force: 0.10587 Eh/bohr
* relative energy (zero: lowest compared OMol25 entry of this formula, charge and spin): 0.000 eV

Record 2
The following is a quantum chemistry calculation of a molecular structure, C24H52F12InN2O24S6, from OMol25.

Structure (XYZ):
```
121
Properties=species:S:1:pos:R:3:lowdin_charge:R:1
In 3.8037 3.3773 -3.4103 0.980
C -3.3945 -0.3780 -3.3548 -0.563
F -3.1309 -0.8496 -4.6026 0.127
F -3.5867 0.9301 -3.6523 0.088
F -4.5260 -0.8638 -2.8326 0.144
S -1.8952 -0.4187 -2.0727 0.737
O -2.3359 -1.3226 -1.0542 -0.248
O -0.7455 -0.7858 -2.8938 -0.298
N -1.6177 1.2879 -1.6629 -0.202
S -2.8571 1.7477 -0.8972 0.582
O -3.2257 3.0315 -1.3757 -0.197
O -3.9835 0.7185 -0.8689 -0.258
C -2.1572 2.0603 0.8299 -0.541
F -1.0752 2.9018 0.8382 0.108
F -3.1596 2.6224 1.6140 0.099
F -1.7108 0.8825 1.3451 0.114
C 9.3179 -2.3981 -4.4268 -0.546
F 9.8311 -3.3286 -5.2172 0.162
F 8.3126 -2.9866 -3.7272 0.142
F 10.3447 -1.9815 -3.6360 0.116
S 8.6220 -0.9534 -5.6477 0.758
O 9.2736 -0.9453 -6.9777 -0.265
O 7.1630 -1.1788 -5.6682 -0.306
N 8.8490 0.4967 -4.6718 -0.147
S 10.3167 0.9515 -5.0737 0.593
O 11.2375 -0.1367 -5.2384 -0.224
O 10.1985 2.0108 -6.0335 -0.189
C 10.9392 1.8225 -3.3381 -0.571
F 12.1193 2.5844 -3.5121 0.085
F 10.0507 2.6100 -2.8182 0.174
F 11.2304 0.8625 -2.4859 0.156
C -0.3742 6.9815 9.5004 -0.239
C -0.3399 8.2195 10.3719 -0.226
C -1.1606 7.8668 11.7150 -0.145
S -2.6868 6.8826 11.0723 0.684
O -3.7367 7.7204 10.7040 -0.305
O -2.8750 5.5621 11.6739 -0.338
C -1.8900 6.6462 9.4230 -0.232
H 0.1376 6.1671 10.0132 0.107
H 0.1396 7.0373 8.5408 0.112
H -0.8160 9.0203 9.8061 0.108
H 0.7112 8.4769 10.5026 0.109
H -1.5084 8.7683 12.2196 0.085
H -0.3436 7.3756 12.2435 0.093
H -2.3054 7.4073 8.7626 0.089
H -2.2699 5.7573 8.9192 0.098
C -10.6298 -3.9458 0.4698 -0.160
C -9.8692 -2.7069 1.2295 -0.162
C -8.7636 -3.3830 2.1645 -0.184
S -9.5647 -4.9951 2.7068 0.718
O -10.0998 -4.8358 4.0269 -0.312
O -8.6558 -6.0516 2.2226 -0.333
C -11.0200 -4.9764 1.5959 -0.218
H -9.9371 -4.3852 -0.2479 0.107
H -11.6261 -3.7126 0.0941 0.103
H -10.5284 -2.0679 1.8170 0.104
H -9.2347 -2.1101 0.5743 0.098
H -8.5081 -2.7918 3.0438 0.095
H -7.9262 -3.4902 1.4749 0.094
H -11.8684 -4.5634 2.1416 0.098
H -11.3123 -5.9990 1.3574 0.105
C 1.5923 9.0162 -0.1690 -0.241
C 2.9306 9.1855 0.5076 -0.268
O 3.7456 8.1414 0.0503 -0.076
O 1.6455 8.8354 -1.5864 -0.068
H 1.2049 10.0133 0.0405 0.115
H 0.9978 8.1507 0.1235 0.128
H 2.8704 9.4539 1.5623 0.129
H 3.5051 9.9384 -0.0320 0.119
H 4.4436 8.1583 0.7093 0.085
H 2.2876 9.4588 -1.9339 0.079
C -0.3555 4.4088 -8.2000 -0.267
C -0.1580 2.8861 -8.7532 -0.202
O 0.9384 2.2203 -8.1002 -0.064
O -0.4271 4.5297 -6.8635 -0.029
H -1.2976 4.6602 -8.6871 0.114
H 0.4121 5.0336 -8.6566 0.113
H -0.1760 2.7902 -9.8388 0.109
H -1.0848 2.3204 -8.6579 0.104
H 1.0867 1.4705 -8.6812 0.080
H -1.2452 4.8780 -6.5015 0.106
C 5.4979 0.0307 1.8314 -0.193
C 5.6934 -1.2927 0.9730 -0.211
O 4.8894 -1.1456 -0.2242 -0.085
O 6.0906 1.0934 1.0276 -0.097
H 5.8380 0.0567 2.8666 0.118
H 4.4174 0.1696 1.7952 0.105
H 5.2744 -2.0396 1.6473 0.108
H 6.7296 -1.4944 0.7016 0.113
H 4.8038 -2.0229 -0.6044 0.079
H 6.5714 1.5931 1.6915 0.069
C 1.9579 -5.2946 -10.1527 -0.249
C 2.5956 -4.3920 -11.2772 -0.236
O 3.1862 -3.2330 -10.7501 -0.066
O 2.9649 -6.1284 -9.6653 -0.068
H 1.0220 -5.7739 -10.4398 0.111
H 1.6308 -4.7325 -9.2780 0.109
H 1.8874 -3.9228 -11.9601 0.115
H 3.2844 -5.0127 -11.8503 0.117
H 3.9001 -3.6272 -10.2436 0.081
H 2.5592 -6.8826 -9.2316 0.089
C -3.3080 -2.8034 10.2000 -0.238
C -2.3203 -3.7738 9.4970 -0.192
O -2.2158 -3.6565 8.0259 -0.054
O -2.9722 -1.4331 10.2137 -0.046
H -3.4710 -3.1194 11.2304 0.123
H -4.1953 -2.8424 9.5682 0.121
H -2.6159 -4.7699 9.8262 0.114
H -1.3740 -3.7604 10.0378 0.110
H -1.8677 -2.8194 7.7100 0.080
H -2.7792 -1.2179 11.1291 0.087
C -2.2374 -9.7741 -0.5286 -0.219
C -1.2122 -10.6029 -1.3507 -0.207
O -1.0793 -12.0122 -1.0049 -0.059
O -3.6198 -10.2828 -0.4441 -0.059
H -2.1696 -8.7468 -0.8865 0.109
H -1.7711 -9.5816 0.4377 0.109
H -0.2039 -10.2166 -1.2018 0.120
H -1.5801 -10.5499 -2.3753 0.114
H -1.9988 -12.2432 -0.8541 0.071
H -4.0657 -9.5375 -0.0352 0.077
```

## Properties
* lowest unoccupied orbital energy: -10.3 eV
* total charge: +1
* frontier orbital gap: 0.92 eV
* HOMO: -11.22 eV
* maximum force: 0.12257 Eh/bohr

Record 3
The following is a quantum chemistry calculation of 2 unconnected molecules or ions with the total composition C4H10O, from OMol25.

Structure (XYZ):
```
15
Properties=species:S:1:pos:R:3:lowdin_charge:R:1
C 0.0416 -1.9469 -0.2084 -0.108
C -0.2757 -0.6893 0.5883 -0.209
C 0.4243 0.5502 0.0559 -0.509
C -0.0537 1.8776 0.6031 -0.030
O 1.3082 0.4826 -0.7723 0.051
H 1.1213 -2.0950 -0.2892 0.076
H -0.3529 -1.8710 -1.2266 0.067
H -0.4008 -2.8292 0.2633 0.072
H -1.3566 -0.4926 0.6094 0.112
H 0.0206 -0.8018 1.6418 0.122
H -1.1120 2.0186 0.3537 0.079
H 0.0258 1.8999 1.6958 0.085
H 0.5322 2.6908 0.1718 0.083
H -1.6479 0.5850 -2.0939 0.060
H -0.9135 0.5726 -2.2127 0.048
```

## Properties
* lowest unoccupied orbital energy: 1.1 eV
* total charge: 0
* frontier orbital gap: 10.72 eV
* HOMO: -9.65 eV
* maximum force: 0.00874 Eh/bohr
* SMILES: CCC(C)=O.[H][H]
* relative energy (zero: lowest compared OMol25 entry of this formula, charge and spin): 0.956 eV

Record 4
The following is a quantum chemistry calculation of a single C5H12N2O molecule, from OMol25.

Structure (XYZ):
```
20
Properties=species:S:1:pos:R:3:lowdin_charge:R:1
C -1.8761 -1.6362 0.0925 -0.085
C -1.0749 -0.8826 -0.9674 -0.244
N -0.8660 0.5906 -0.6986 -0.035
C 0.4468 0.9962 -0.2029 -0.316
C 0.4372 2.0893 0.9209 -0.046
C 1.3094 -0.1402 0.4617 -0.539
N 2.2961 -0.5838 -0.3501 0.167
O 1.0956 -0.5458 1.5800 0.056
H -1.4336 -1.3667 1.0697 0.075
H -1.6463 -2.6975 -0.0673 0.071
H -2.9513 -1.6095 0.1564 0.060
H -0.0965 -1.3045 -1.1158 0.087
H -1.5477 -0.7941 -1.9377 0.096
H -1.5930 0.9336 -0.0841 0.096
H 0.9857 1.4585 -1.0547 0.125
H -0.4712 2.7050 0.9017 0.073
H 1.2976 2.7599 0.7792 0.081
H 0.4260 1.6739 1.9200 0.066
H 2.9266 -1.3286 -0.0879 0.114
H 2.3356 -0.3174 -1.3155 0.098
```

## Properties
* lowest unoccupied orbital energy: 0.9 eV
* total charge: 0
* frontier orbital gap: 9.56 eV
* HOMO: -8.63 eV
* maximum force: 0.04916 Eh/bohr
* SMILES: CCN[C@@H](C)C(N)=O
* relative energy (zero: lowest compared OMol25 entry of this formula, charge and spin): 1.297 eV

Record 5
The following is a quantum chemistry calculation of a molecular structure, C34H46BF9N6O4PSeSiTl, from OMol25.

Structure (XYZ):
```
104
Properties=species:S:1:pos:R:3:lowdin_charge:R:1
Tl -0.2211 0.0983 0.8929 0.696
C 3.6649 3.9874 -1.1303 -0.028
N 2.2255 4.1852 -1.1160 -0.138
C 1.7212 5.3224 -0.3611 -0.049
C 1.4275 3.1411 -1.4431 -0.460
O 1.8474 2.0906 -1.9067 0.047
C -0.0749 3.3264 -1.2318 -0.157
O -0.7150 2.0777 -1.1824 -0.175
C -0.8258 1.4356 -2.4254 -0.126
C -0.2344 0.0446 -2.3694 -0.398
O 0.2012 -0.4634 -1.3242 -0.112
N -0.1513 -0.6253 -3.5223 -0.113
C 0.4098 -1.9666 -3.5674 -0.013
C -0.6668 -0.1279 -4.7872 -0.025
H 4.1568 4.8831 -1.5097 0.089
H 3.8979 3.1420 -1.7694 0.084
H 4.0383 3.7774 -0.1231 0.096
H 2.5000 6.0809 -0.3227 0.091
H 1.4561 5.0467 0.6644 0.066
H 0.8546 5.7692 -0.8480 0.093
H -0.4905 3.9632 -2.0229 0.148
H -0.2792 3.8034 -0.2772 0.085
H -0.2876 1.9872 -3.1987 0.139
H -1.8798 1.3576 -2.6980 0.116
H 0.9483 -2.1720 -2.6484 0.074
H 1.1071 -2.0364 -4.4035 0.097
H -0.3873 -2.7010 -3.7022 0.102
H -1.3950 0.6629 -4.6407 0.087
H -1.1734 -0.9445 -5.3011 0.098
H 0.1434 0.2382 -5.4223 0.100
B -0.7396 -1.9347 3.7596 -0.433
N -1.7929 -0.7981 3.7316 -0.078
C -2.7289 -0.4903 4.6400 -0.078
C -3.2591 0.7484 4.3260 -0.064
C -2.5658 1.1356 3.1785 -0.182
N -1.6931 0.1954 2.8316 -0.037
N -0.7746 -2.6992 2.4063 -0.056
C -0.9688 -4.0038 2.1996 -0.073
C -0.7831 -4.2841 0.8554 -0.035
C -0.4675 -3.0555 0.2907 -0.133
N -0.4563 -2.1153 1.2353 -0.031
H 0.3690 -1.4501 3.8886 0.067
H -1.0233 -2.7056 4.6394 0.080
H -2.9421 -1.1716 5.4474 0.123
H -4.0376 1.2838 4.8415 0.097
H -2.6584 2.0295 2.5849 0.115
H -1.2329 -4.6393 3.0286 0.127
H -0.8715 -5.2358 0.3617 0.101
H -0.2685 -2.7853 -0.7316 0.101
C 1.6821 4.1437 4.1569 -0.241
Si 1.4274 2.2918 3.9798 0.192
C 0.1013 1.7014 5.1337 -0.195
C 3.0484 1.4724 4.4305 -0.215
Se 0.9056 2.2166 1.7303 0.498
H 1.8464 4.3845 5.2116 0.035
H 0.8127 4.7052 3.8107 0.026
H 2.5571 4.4827 3.5971 0.028
H 0.3898 1.9397 6.1622 0.045
H -0.0364 0.6215 5.0616 0.018
H -0.8550 2.1793 4.9256 0.028
H 3.4020 1.9448 5.3531 0.038
H 3.8174 1.6108 3.6700 0.020
H 2.9387 0.4055 4.6315 0.029
C 3.8527 -0.3643 1.6074 -0.262
P 2.7389 -1.1115 0.3642 1.021
C 2.8010 -2.8797 0.8219 -0.372
C 3.0142 -3.8963 -0.1065 -0.097
C 2.9398 -5.2296 0.2760 -0.085
C 2.6504 -5.5651 1.5895 -0.091
C 2.4254 -4.5593 2.5201 -0.081
C 2.4944 -3.2292 2.1379 -0.103
C 3.8122 -1.0670 -1.1203 -0.359
C 3.3832 -0.4312 -2.2791 -0.098
C 4.2021 -0.3762 -3.4016 -0.076
C 5.4594 -0.9572 -3.3761 -0.089
C 5.9034 -1.5900 -2.2193 -0.082
C 5.0865 -1.6406 -1.1025 -0.104
H 4.8175 -0.8662 1.6800 0.051
H 3.3601 -0.3958 2.5767 0.007
H 3.9922 0.6846 1.3431 0.037
H 3.2462 -3.6510 -1.1358 0.100
H 3.1106 -6.0072 -0.4585 0.102
H 2.5930 -6.6047 1.8868 0.101
H 2.1835 -4.8083 3.5462 0.109
H 2.2828 -2.4614 2.8739 0.089
H 2.4197 0.0582 -2.2892 0.062
H 3.8559 0.1339 -4.2924 0.104
H 6.0978 -0.9135 -4.2497 0.100
H 6.8857 -2.0450 -2.1905 0.102
H 5.4375 -2.1512 -0.2130 0.107
F -3.5149 -1.9208 1.2456 0.174
C -4.2576 -0.9353 0.7466 -0.537
F -4.4698 -0.0506 1.7240 0.162
F -5.4564 -1.4599 0.4297 0.159
C -3.5339 -0.2694 -0.4795 -0.312
O -2.2115 -0.1465 -0.3277 -0.164
C -4.2069 1.1147 -0.7591 -0.537
F -5.5450 1.0930 -0.6852 0.167
F -3.8875 1.5570 -1.9913 0.145
F -3.7746 2.0376 0.0969 0.168
C -3.8049 -1.2039 -1.7113 -0.530
F -3.4621 -2.4652 -1.4213 0.168
F -3.0565 -0.8452 -2.7714 0.148
F -5.0731 -1.2123 -2.1384 0.165
```

## Properties
* lowest unoccupied orbital energy: -0.1 eV
* total charge: 0
* frontier orbital gap: 7.99 eV
* HOMO: -8.11 eV
* maximum force: 0.01553 Eh/bohr
* relative energy (zero: lowest compared OMol25 entry of this formula, charge and spin): 0.000 eV

Record 6
The following is a quantum chemistry calculation of 3 unconnected molecules or ions with the total composition C4H13NO2, from OMol25.

Structure (XYZ):
```
20
Properties=species:S:1:pos:R:3:lowdin_charge:R:1
C 2.1167 -1.9576 -0.9205 0.030
C 1.1309 -1.3330 -0.2607 -0.415
C 0.6430 -1.9955 0.9981 -0.058
N 0.5585 -0.0464 -0.5499 -0.088
C 1.2239 0.6480 -1.6928 -0.090
H 2.5564 -2.8266 -0.4291 0.064
H 2.4372 -1.6289 -1.9201 0.055
H 0.7226 -3.0683 1.0186 0.073
H 0.9983 -1.3942 1.8534 0.087
H -0.4305 -1.8012 1.0673 0.074
H -0.4218 -0.1396 -0.7898 0.126
H 0.6779 0.6317 -2.6422 0.085
H 1.2650 1.7161 -1.4262 0.076
H 2.2600 0.3098 -1.6969 0.069
O 1.2950 1.3746 1.6346 -0.093
H 0.9375 1.0873 0.7645 -0.020
H 0.9910 2.2629 1.8490 0.025
O -6.4667 2.5006 1.3007 -0.054
H -6.1777 2.2249 0.4283 0.030
H -6.3172 3.4355 1.4138 0.024
```

## Properties
* lowest unoccupied orbital energy: 0.7 eV
* total charge: 0
* frontier orbital gap: 9.51 eV
* HOMO: -8.76 eV
* maximum force: 0.04735 Eh/bohr
* SMILES: C=C(C)NC.O.O
* relative energy (zero: lowest compared OMol25 entry of this formula, charge and spin): 1.437 eV